{"formula": "C49H105N7O56", "method": "ωB97M-V with the def2-TZVPD basis set", "orbital_gap_ev": 9.909, "species": ["H", "N", "H", "H", "H", "H", "C", "C", "O", "H", "H", "C", "O", "O", "H", "H", "H", "O", "O", "O", "C", "C", "O", "O", "H", "O", "C", "H", "O", "H", "C", "H", "C", "H", "H", "H", "C", "O", "C", "H", "O", "C", "H", "H", "H", "O", "H", "C", "H", "H", "H", "H", "H", "O", "O", "H", "O", "H", "C", "C", "H", "C", "H", "H", "H", "C", "H", "H", "O", "C", "H", "C", "C", "H", "C", "O", "O", "O", "O", "H", "C", "O", "H", "O", "H", "C", "C", "H", "H", "H", "H", "H", "O", "O", "H", "H", "O", "H", "O", "H", "C", "O", "H", "H", "H", "C", "H", "C", "C", "O", "O", "O", "O", "H", "O", "C", "H", "H", "H", "C", "H", "O", "O", "H", "H", "H", "H", "N", "C", "H", "H", "O", "H", "H", "C", "O", "O", "H", "O", "H", "O", "H", "H", "N", "C", "H", "H", "H", "O", "O", "C", "H", "H", "C", "C", "N", "H", "H", "H", "H", "H", "O", "N", "C", "C", "C", "O", "H", "H", "H", "C", "N", "H", "H", "O", "H", "N", "H", "O", "O", "H", "H", "O", "H", "O", "O", "O", "C", "H", "C", "H", "H", "C", "H", "C", "H", "O", "O", "H", "H", "C", "H", "C", "O", "H", "H", "H", "C", "H", "C", "H", "H", "O", "H", "O", "C", "C"], "coordinates": [[2.7478, 4.8184, -0.9394], [4.9260, 3.0323, 2.0179], [-6.8870, -1.5936, 1.8795], [2.9455, 1.5800, -2.1739], [1.6832, 5.0843, 9.0969], [2.1647, -1.4620, -6.3714], [-3.4787, -4.5641, 1.5333], [-1.7816, -4.1506, -2.7282], [-6.1918, 3.4215, -0.2288], [-0.3286, -5.0260, -0.7322], [-1.7655, -0.2496, -2.0553], [-1.0549, -0.4831, -6.4298], [-4.3795, 0.0855, -2.8270], [7.6929, -3.3210, 1.2903], [-8.7485, -2.3753, 7.6123], [2.1593, 2.7910, 4.1895], [-4.5257, 4.8652, 1.0224], [-2.8747, -5.3058, 2.5590], [4.5580, -0.7460, -5.2009], [4.2096, -1.7039, 2.5868], [-4.0078, 1.0346, -3.8740], [-1.9261, 1.9560, 6.5890], [-1.1804, -2.0783, 1.6271], [6.8165, 4.0993, -3.0132], [-1.6260, 3.4633, -4.3620], [3.6109, -5.8822, -7.4039], [4.2208, -1.5119, -2.4504], [6.1105, 1.1805, 6.1924], [3.0669, 1.9285, 6.6504], [1.1369, -5.2898, -1.7116], [6.9112, -1.1415, 0.9169], [-9.0259, 4.7029, 1.3963], [-3.3308, -0.2622, -7.2957], [6.0582, 2.0212, 0.5127], [4.0948, -6.7234, -9.2006], [1.2972, 4.1443, -0.6037], [3.2361, -6.2760, -8.7000], [6.1885, -2.3296, -5.3047], [5.2845, 2.7875, 0.5599], [-5.2865, 1.0379, -0.6493], [8.4081, -2.2602, -0.3363], [-1.2317, -0.1386, -1.1114], [-3.1000, 3.8167, 1.0374], [0.1305, -2.9317, 0.3452], [-1.9161, 5.0814, -3.6190], [4.6670, 1.8238, 8.0417], [4.4231, 2.3591, 0.0474], [0.9104, 4.3689, 9.3779], [-2.3313, 9.0710, 3.4645], [-3.3671, 1.0364, 2.8275], [3.0726, -4.0926, -3.6187], [8.3236, 0.0828, -2.8387], [3.1940, -1.3811, -2.7918], [1.4743, -5.3186, -6.8413], [-3.6188, 7.5691, 1.5895], [1.2776, 3.4818, 9.8939], [2.5302, -2.5450, 3.9181], [-0.2257, -6.4346, -1.7907], [1.3763, -0.7568, -6.1082], [0.0514, -5.3854, -1.6884], [1.6434, -3.8713, -4.7124], [-2.8776, -8.3160, 4.3018], [5.2664, 5.1271, -1.9935], [5.2779, -2.6913, -7.0863], [-0.4057, -3.3262, -5.0438], [3.3973, -2.5985, 2.8898], [-1.6600, -1.0269, -0.6470], [-4.5203, -0.0568, 3.4325], [0.0337, 3.4589, 2.7721], [-7.6506, -2.5251, 4.4979], [-4.6075, 0.9088, -4.7755], [2.6549, -5.3017, -6.5826], [-5.2906, -3.1333, -2.0706], [-1.9898, -8.8220, 4.6811], [-2.8137, 8.3532, 4.1279], [5.3395, 2.4618, -2.4353], [5.0965, -2.0942, -3.4109], [-2.9406, 5.4587, 2.2205], [-0.4649, -4.5276, -2.6876], [-4.3457, 1.9726, -3.4334], [5.7337, 5.0650, -2.9762], [-7.7023, 2.9660, 1.3863], [-3.6989, -0.6914, -6.3638], [-5.0115, -1.7721, -2.0012], [-1.8682, -3.2707, -5.9320], [-3.4794, -6.2972, 3.1407], [-6.2651, -2.1686, 2.5656], [-1.2296, -4.8398, -5.5778], [-1.4600, 0.8012, -0.6087], [-9.0917, -3.5990, 6.4805], [1.6247, -1.4858, 5.4120], [-3.4853, -8.9815, 3.6887], [-2.4766, -4.0532, -1.7009], [-1.0316, 2.9853, 6.9144], [-2.9716, 0.1830, 4.3426], [-1.5012, 0.9530, 6.6285], [7.5635, 2.0447, -2.7707], [1.3351, 1.3022, 2.4846], [-5.3261, -1.4142, -4.3395], [3.4469, -3.0912, 0.3152], [1.3621, 3.4068, 4.6059], [-2.5470, -7.1590, 3.5372], [-3.3876, -8.0754, 5.2347], [-2.8689, 1.8682, 7.1290], [5.3003, 2.4843, 5.2500], [0.1125, -2.6082, 1.3860], [4.1695, -2.0054, -1.4798], [-4.9602, 1.0837, 0.3897], [2.6179, 1.4994, -3.2104], [-1.3372, 0.0740, -5.3520], [-2.7918, 7.0248, 3.6403], [-0.6587, -0.6209, 3.2993], [-2.1839, -3.8243, -4.0046], [2.3847, 0.4542, 1.5636], [-0.8596, 3.2812, -1.9998], [1.1589, -0.1111, -0.4915], [-2.9563, 1.1274, -4.1459], [4.6340, 0.8997, 5.1226], [-3.4176, 0.8239, -7.2648], [-1.5017, -1.2078, 2.6020], [-4.7687, -3.6651, -1.2749], [2.3588, -0.3459, -0.6653], [3.2411, -4.8909, -5.5257], [5.5979, 3.7298, 0.1104], [3.2906, 1.1129, -3.9760], [-4.1236, 1.7607, 0.2167], [-3.0240, 5.4250, 0.2340], [4.2530, 1.7829, 6.9215], [-8.8603, -2.5355, 6.5400], [1.7086, 4.0182, 5.4391], [1.0121, -2.0088, 1.5261], [-6.8055, -1.7938, 3.8445], [-8.3696, 4.2486, -0.1177], [0.6589, 2.6861, 5.0233], [-4.9691, -1.0783, -3.1613], [-0.2024, 5.9440, -1.0942], [-2.0072, -0.7157, -7.4868], [7.6103, -0.3067, 0.8678], [3.1757, -3.6980, 2.2861], [2.6384, -7.1869, -8.7347], [-0.8927, 2.3730, 9.0884], [-2.5083, 8.3719, 5.1741], [-4.3252, -4.0073, 1.9351], [-2.0308, 3.5455, -2.3073], [5.1626, 1.5597, 5.8104], [1.9099, 2.1988, 1.1098], [6.6008, 0.2773, -3.0637], [6.9974, -3.1869, -6.8929], [-4.7163, -6.6341, 3.1284], [1.3157, 2.7216, -4.6995], [7.4595, 0.6623, -2.5138], [3.3784, -1.3194, 5.3169], [1.7543, 0.2655, -6.1093], [3.7113, -3.8497, 1.0520], [-6.6542, 2.7591, 0.6989], [0.9905, 6.1531, -1.2174], [4.9386, 4.8578, -3.6924], [6.1935, 6.0481, -3.0771], [6.1530, -1.0329, 0.1413], [-9.6153, 3.3629, 0.5949], [6.5481, -1.4772, -7.1711], [0.8733, 5.3722, 3.3485], [2.1360, 2.7894, -3.7769], [-0.5988, 3.0775, 8.1619], [2.4648, -1.3805, 4.7255], [1.6042, 1.2037, 1.4329], [0.3173, 4.0163, 8.1445], [4.7973, -3.9429, 1.0557], [-3.8188, 8.7563, 4.0036], [-4.5851, 0.0979, 0.6649], [-3.4425, 0.0905, 3.3639], [0.6982, 4.1473, 3.4814], [2.2669, -0.4881, 4.1318], [-5.2512, -1.7895, 2.4378], [-2.9933, 3.0387, -1.6967], [3.2094, -4.7496, 0.6964], [7.7036, -2.3379, 0.5929], [1.7156, 5.4160, 0.5491], [-8.0411, -3.6337, 4.1178], [0.6703, 0.5765, 0.5157], [4.5936, -0.4929, -2.3467], [6.5952, -1.3321, 1.9425], [3.7516, 3.0683, 2.3184], [-3.2745, 3.9578, -3.9776], [0.1545, -0.8903, -6.8585], [0.1517, -0.3972, -1.3860], [-6.0798, 1.6211, 1.2034], [5.2501, -1.6578, -4.6659], [-2.2804, 2.0377, 5.5614], [-3.1766, 6.7528, 2.4082], [1.2024, -1.1274, -5.0980], [-3.8320, -5.2601, 0.7724], [-8.6650, 3.8339, 0.8461], [0.2313, 4.8445, 10.0855], [-3.4366, 4.8530, 1.0652], [-3.9784, -0.5138, -8.1355], [-2.8531, -0.9312, 2.5895], [5.8422, 3.0961, 2.7670], [-4.8776, -3.5517, -2.9884], [2.8435, -5.4269, -9.2594], [6.5245, 2.8148, -2.6937], [-6.3457, -3.3758, -1.9440], [-2.2337, 4.0397, -3.6644], [2.5386, 3.8622, -3.2697], [1.9854, -5.4379, -4.0342], [0.4042, -3.4901, 1.9564], [-9.7575, -2.0039, 6.2229], [2.4573, -4.5283, -4.4059], [-6.2837, -3.2203, 2.2798], [-1.3588, -3.8428, -5.1566], [1.7831, 0.8017, -3.1438], [-2.7395, -3.9415, 1.0293], [-7.8672, -2.0117, 5.6970], [7.3354, 0.3862, -1.4666], [1.5460, 6.8711, -2.0120], [1.7962, 5.1071, -0.4930], [6.2561, -2.4128, -6.6943]], "mulliken_charge": [-0.108, 0.808, 0.369, -0.598, 0.217, 0.272, 0.160, 0.623, -0.598, 0.107, -0.031, 0.359, 0.045, -0.602, 0.264, 0.181, 0.289, -0.070, -0.667, -0.422, -0.488, -0.771, 0.502, -0.415, 0.275, -0.362, 0.835, 0.311, -0.498, 0.083, -0.402, 0.292, -0.316, 0.158, 0.257, -0.073, -0.690, -0.389, -0.278, 0.524, -0.589, -0.484, -0.121, 0.141, 0.350, -0.556, -0.197, -0.720, 0.302, 0.214, 0.174, 0.333, 0.096, -0.522, -0.618, 0.331, -0.359, 0.308, -0.209, -0.482, 0.021, -0.684, 0.077, 0.258, -0.291, 0.734, 0.072, 0.295, -0.198, 0.733, 0.463, 0.718, -0.337, 0.247, -0.710, -0.173, -0.566, -0.026, -0.020, 0.166, -0.408, -0.311, 0.031, -0.101, 0.360, 0.607, -0.193, 0.291, 0.288, 0.326, 0.241, 0.281, -0.343, -0.145, 0.114, 0.338, -0.429, -0.253, -0.680, -0.237, -0.670, -0.308, 0.308, 0.516, 0.316, -0.162, -0.119, -0.327, 0.136, -0.223, -0.254, -0.685, -0.429, 0.127, -0.260, 0.282, 0.092, 0.011, 0.262, 0.117, -0.171, -0.471, -0.329, 0.281, 0.443, 0.033, 0.340, 0.918, -0.723, 0.422, -0.660, -0.219, 0.308, 0.017, 0.580, -0.474, -0.377, 0.370, -0.372, 0.298, -0.571, 0.230, -0.311, 0.648, -0.523, 0.062, -0.063, 0.272, -0.616, -0.613, -0.068, 0.372, 0.377, -0.194, 0.883, 0.973, 0.207, 0.300, -0.073, 0.299, 0.282, -0.620, 1.232, 0.644, -0.222, 0.018, -0.214, 0.369, 0.313, -0.034, -0.572, 0.884, -0.129, -0.321, -0.209, 0.291, 1.015, 0.505, -0.606, -0.064, -0.244, 0.314, -0.324, 0.363, -0.398, 0.159, -0.239, 0.914, 0.098, 0.589, -0.119, 0.520, -0.744, 0.315, -0.394, 0.302, 0.102, -0.605, 0.297, 0.300, 0.633, 0.321, -1.081, -0.616, 0.431, 0.566, 0.299, -0.320, 0.412, -0.132, 0.028, -0.150, -0.326, 0.037, -0.590, -0.266, -0.650]}